138
Properties=species:S:1:pos:R:3 method="wB97M-V/def2-TZVPD" total_energy_ev=-66389.75754 largest_force_ev_per_a=3.5 orbital_gap_ha=0.367 relative_energy_ev=1.6398 smiles=CC(C)O.CC(C)O.CC(C)O.CC(C)O.CC(C)O.CC(C)O.CC(C)O.CC(C)O.CC(C)O.OCCO.OCCO.OCCO
C 1.331 -3.889 4.087
C 0.578 -5.086 3.510
C -0.109 -5.844 4.623
O -0.244 -4.544 2.459
H 1.656 -3.228 3.281
H 2.105 -4.192 4.828
H 0.529 -3.277 4.545
H 1.247 -5.773 2.990
H -0.514 -6.797 4.326
H -0.893 -5.319 5.159
H 0.684 -6.063 5.316
H -0.608 -5.320 1.967
C 4.779 1.906 -0.570
C 5.514 3.103 -1.029
C 6.096 3.899 0.141
O 6.501 2.662 -1.969
H 4.325 1.434 -1.435
H 3.985 2.105 0.177
H 5.477 1.168 -0.157
H 4.712 3.628 -1.544
H 6.915 3.350 0.585
H 5.279 3.975 0.931
H 6.421 4.904 -0.146
H 6.821 3.410 -2.461
C 1.506 0.468 4.346
C 0.952 0.806 5.747
C -0.313 0.047 6.031
O 1.907 0.468 6.829
H 2.501 0.945 4.100
H 0.830 0.809 3.562
H 1.608 -0.614 4.243
H 0.734 1.881 5.773
H -0.115 -1.015 5.902
H -1.144 0.436 5.372
H -0.717 0.259 7.013
H 2.670 0.310 6.240
C -4.060 -0.863 -3.822
C -2.879 -0.086 -4.373
C -3.243 0.875 -5.495
O -2.252 0.607 -3.238
H -4.569 -1.339 -4.655
H -4.755 -0.166 -3.313
H -3.672 -1.602 -3.161
H -2.165 -0.805 -4.800
H -2.327 1.505 -5.616
H -4.093 1.567 -5.331
H -3.360 0.329 -6.401
H -1.982 -0.087 -2.585
C 3.648 7.015 4.508
C 2.935 5.875 3.814
C 1.865 5.115 4.574
O 2.544 6.260 2.464
H 2.959 7.740 4.850
H 4.430 7.435 3.890
H 4.144 6.562 5.427
H 3.751 5.115 3.647
H 2.368 4.717 5.446
H 1.535 4.243 4.041
H 0.964 5.637 4.857
H 1.582 6.259 2.501
C -5.866 -0.214 1.572
C -5.028 0.376 0.374
C -5.127 1.888 0.377
O -3.639 0.144 0.466
H -5.440 0.129 2.523
H -5.894 -1.307 1.545
H -6.868 0.254 1.472
H -5.372 -0.031 -0.601
H -4.763 2.298 1.336
H -6.151 2.175 0.215
H -4.600 2.343 -0.400
H -3.383 -0.673 0.866
C 2.287 -4.652 0.450
C 2.569 -3.931 -0.877
C 4.038 -3.513 -0.976
O 2.120 -4.744 -1.965
H 3.025 -5.426 0.527
H 1.278 -5.102 0.465
H 2.403 -3.978 1.282
H 2.002 -2.975 -0.935
H 4.314 -2.753 -0.232
H 4.342 -3.058 -1.939
H 4.706 -4.448 -0.728
H 2.474 -5.606 -1.802
C -0.151 -1.148 0.827
C -0.750 -0.211 -0.240
C 0.159 0.985 -0.554
O -1.067 -1.005 -1.383
H -0.854 -2.056 0.977
H -0.082 -0.642 1.774
H 0.789 -1.494 0.564
H -1.669 0.229 0.117
H -0.425 1.926 -0.501
H 0.531 0.859 -1.553
H 1.041 1.024 0.131
H -0.191 -1.273 -1.787
C -0.667 5.716 -2.262
C -1.025 6.139 -0.848
C -1.289 4.935 0.014
O -0.089 6.973 -0.187
H -0.419 6.661 -2.829
H -1.588 5.355 -2.755
H 0.183 4.998 -2.292
H -1.938 6.744 -0.882
H -2.063 4.366 -0.490
H -1.762 5.234 1.003
H -0.384 4.319 0.231
H 0.516 7.488 -0.762
O -2.478 -4.939 -3.449
C -1.594 -4.417 -4.460
C -0.145 -4.247 -4.096
O -0.001 -3.265 -3.045
H -2.465 -4.279 -2.742
H -1.664 -5.059 -5.403
H -1.847 -3.334 -4.670
H 0.444 -3.861 -4.915
H 0.229 -5.221 -3.740
H 0.596 -3.657 -2.377
O 0.220 1.405 -4.500
C 1.108 0.505 -5.090
C 2.069 -0.082 -4.077
O 1.404 -0.911 -3.053
H -0.475 0.925 -4.092
H 0.577 -0.266 -5.638
H 1.667 1.099 -5.809
H 2.607 0.669 -3.527
H 2.794 -0.709 -4.608
H 1.259 -1.822 -3.437
O -2.827 -3.137 -1.542
C -3.520 -3.549 -0.394
C -4.891 -4.003 -0.917
O -5.710 -2.841 -1.270
H -2.242 -2.350 -1.312
H -2.950 -4.402 0.140
H -3.556 -2.767 0.386
H -5.394 -4.616 -0.141
H -4.727 -4.757 -1.715
H -5.092 -2.347 -1.836